Entry 1:
# C3H5N3O

One molecule with the formula C3H5N3O (the ωB97M-V functional and the def2-TZVPD basis, the OMol25 dataset).

Results
electronic energy: -356.74961 hartree
net charge: 0
SMILES string: O/C=C1\N=CNN1

Last column: Mulliken charge in e.
CARTESIAN COORDINATES (ANGSTROEM)
1 O -2.4162 0.6175 1.2040  -0.489
2 C -1.6706 0.1829 0.1339  -0.534
3 C -0.3350 0.1519 0.0862  0.601
4 N 0.6119 0.2727 1.1249  -0.484
5 C 1.6837 -0.2277 0.6311  0.027
6 N 1.5972 -0.6888 -0.6790  -0.329
7 N 0.3613 -0.1331 -1.1258  -0.286
8 H -2.4289 1.5804 1.1533  0.323
9 H -2.2318 -0.2056 -0.7151  0.229
10 H 2.6171 -0.3631 1.1714  0.379
11 H 2.3587 -0.3932 -1.2825  0.264
12 H -0.1474 -0.7939 -1.7023  0.299

---

Entry 2:
# CH3ClN2O2

A 2-piece molecular cluster, CH3ClN2O2 overall (the ωB97M-V functional and the def2-TZVPD basis, the OMol25 dataset).

Results
electronic energy: -759.81182 hartree
net charge: 0

Last column: Mulliken charge in e.
CARTESIAN COORDINATES (ANGSTROEM)
1 C -0.8468 0.6166 0.1000  -0.470
2 N 0.1232 -1.6834 -0.6872  -0.343
3 N 0.4182 1.1976 0.1239  0.864
4 O 1.1810 0.7438 0.9116  -0.512
5 O 0.5939 2.1193 -0.6440  -0.571
6 Cl 1.5662 -1.4733 0.0917  0.081
7 H -1.3652 0.5168 -0.8749  0.350
8 H -1.3021 0.2958 1.0663  0.336
9 H -0.3683 -2.3331 -0.0874  0.265

---

Entry 3:
# C2H8BNO2

One molecule with the formula C2H8BNO2 (the ωB97M-V functional and the def2-TZVPD basis, the OMol25 dataset).

Results
electronic energy: -311.17707 hartree
net charge: 0
SMILES string: CCNB(O)O

Last column: Mulliken charge in e.
CARTESIAN COORDINATES (ANGSTROEM)
1 C -0.3950 1.5714 -1.2179  -1.117
2 C 0.2712 1.1849 0.0824  -0.190
3 N 0.8014 -0.0705 0.2512  -0.324
4 B 0.1204 -1.4933 0.7397  0.415
5 O 0.5197 -2.5771 0.0556  -0.468
6 O -0.7195 -1.4173 1.7867  -0.495
7 H -1.1825 0.9454 -1.7091  0.285
8 H -0.8569 2.5840 -1.0537  0.320
9 H 0.2929 1.7587 -2.0107  0.320
10 H 1.1189 1.8776 0.1027  0.247
11 H -0.5748 1.4981 0.8258  0.201
12 H 1.6862 -0.2705 -0.2592  0.208
13 H 0.2435 -3.4547 0.4581  0.302
14 H -1.3257 -2.1366 1.9483  0.296

---

Entry 4:
# C23H15N4O9SV

C23H15N4O9SV as an isolated structure (the ωB97M-V functional and the def2-TZVPD basis, the OMol25 dataset).

Results
electronic energy: -3123.79953 hartree
spin multiplicity: 3
net charge: 0

Last column: Mulliken charge in e.
CARTESIAN COORDINATES (ANGSTROEM)
1 V 0.0577 0.3171 0.1976  0.807
2 O -2.4334 -1.4376 2.4916  -0.657
3 C -2.0115 -0.9901 1.4572  0.519
4 O -0.7332 -1.1122 1.0993  -0.566
5 C -2.9422 -0.2922 0.4730  0.866
6 C -4.2898 -0.4332 0.7783  -0.671
7 C -5.2547 0.1237 -0.0363  -0.424
8 C -4.9271 0.8524 -1.1615  -0.416
9 C -3.5912 1.0219 -1.4529  -0.177
10 C -2.5580 0.4496 -0.6782  0.620
11 O -1.3059 0.5742 -1.0700  -0.928
12 N -3.2855 1.8465 -2.6394  0.957
13 O -4.1211 1.8582 -3.5244  -0.599
14 O -2.2527 2.4774 -2.6552  -0.551
15 N -6.6752 -0.0566 0.3011  1.055
16 O -6.9397 -0.7382 1.2695  -0.620
17 O -7.4937 0.4883 -0.4122  -0.632
18 H -4.5656 -0.9903 1.6611  0.615
19 H -5.6847 1.2873 -1.7935  0.604
20 C 2.7176 1.2464 7.3949  -1.458
21 C 2.2697 1.5475 5.9943  0.949
22 C 2.4700 2.8049 5.4358  -0.721
23 C 2.0772 3.0816 4.1351  -0.350
24 C 1.4775 2.0813 3.3877  0.136
25 C 1.2560 0.8175 3.9245  -0.350
26 C 1.6545 0.5607 5.2218  -1.025
27 S 0.9512 2.4266 1.7492  1.495
28 O 1.2767 3.7820 1.4400  -0.727
29 O -0.4543 1.9789 1.6151  -0.728
30 N 1.6010 1.3378 0.7815  0.022
31 C 2.8469 1.0052 0.2631  0.583
32 C 4.0552 1.5729 0.5557  -0.749
33 C 5.2308 1.0864 -0.0653  -0.737
34 C 5.1914 0.0573 -0.9590  -0.942
35 C 3.9496 -0.5483 -1.2841  0.870
36 C 3.8135 -1.6052 -2.2110  -0.516
37 C 2.5801 -2.1302 -2.4793  -0.996
38 C 1.4597 -1.6062 -1.8124  0.034
39 N 1.5507 -0.6266 -0.9411  -0.248
40 C 2.7798 -0.0772 -0.6713  0.332
41 H 2.7482 2.1488 8.0040  0.382
42 H 3.7208 0.8147 7.3911  0.289
43 H 2.0530 0.5294 7.8756  0.373
44 H 2.9331 3.5844 6.0282  0.367
45 H 2.2270 4.0609 3.7016  0.531
46 H 0.7530 0.0498 3.3480  0.347
47 H 1.4737 -0.4178 5.6490  0.399
48 H 4.1129 2.3985 1.2526  0.476
49 H 6.1757 1.5518 0.1807  0.392
50 H 6.0945 -0.3067 -1.4310  0.397
51 H 4.6966 -1.9903 -2.7060  0.439
52 H 2.4462 -2.9351 -3.1866  0.390
53 H 0.4659 -1.9973 -1.9909  0.540

---

Entry 5:
# C9H17N3

An isolated ion of composition C9H17N3 and charge +2 (the ωB97M-V functional and the def2-TZVPD basis, the OMol25 dataset).

Results
electronic energy: -516.59983 hartree
net charge: +2

Last column: Mulliken charge in e.
CARTESIAN COORDINATES (ANGSTROEM)
1 C 1.6287 1.1453 0.4532  -0.712
2 C 1.5351 0.6680 1.6992  -0.349
3 C 1.1011 -1.6231 1.2305  -0.580
4 C -0.4800 -0.9162 -0.2993  -0.047
5 C 0.9472 0.9525 -0.7598  1.124
6 C 1.0098 2.1155 -1.7499  -1.808
7 C 0.0374 -0.5277 -2.5765  -1.103
8 C 0.0268 -0.5799 3.1535  -0.934
9 C -2.8294 -0.4583 -0.6653  -0.931
10 N 0.2254 -0.1139 -1.1555  0.343
11 N 0.9188 -0.5464 2.0139  0.207
12 N -1.7309 -1.1702 -0.1325  0.014
13 H 2.1337 2.1145 0.3530  0.479
14 H 1.7427 1.3927 2.4315  0.418
15 H 0.6934 -2.4999 1.4580  0.538
16 H 2.0830 -1.6036 0.5745  0.314
17 H 2.0143 2.1425 -2.3158  0.348
18 H 0.7511 2.8958 -0.9869  0.519
19 H 0.3481 2.2031 -2.4842  0.521
20 H 0.7965 -0.0285 -3.1637  0.419
21 H -0.0525 -1.5831 -2.7276  0.353
22 H -0.9094 -0.0375 -2.9252  0.424
23 H -0.2817 -1.5711 3.3936  0.320
24 H -0.7176 0.3045 2.9919  0.358
25 H 0.6076 -0.2381 4.0169  0.397
26 H -3.1561 0.5321 -0.1713  0.337
27 H -3.6896 -1.1360 -0.6464  0.390
28 H -2.7566 -0.1230 -1.6452  0.306
29 H -1.9969 -1.7099 0.6354  0.334

---

Entry 6:
# C18H20N4S

One molecule with the formula C18H20N4S (the ωB97M-V functional and the def2-TZVPD basis, the OMol25 dataset).

Results
electronic energy: -1315.00633 hartree
net charge: 0
SMILES string: Cc1cccc(/N=c2/sn(C)/c(=N/c3cccc(C)c3)n2C)c1

Last column: Mulliken charge in e.
CARTESIAN COORDINATES (ANGSTROEM)
1 C -0.3885 -2.4333 -3.1113  -1.394
2 C -1.7204 -1.6107 -2.8254  0.742
3 C -2.7308 -1.4703 -3.7364  -0.556
4 C -3.9038 -0.6844 -3.4072  -0.387
5 C -4.0424 -0.1100 -2.1857  -0.706
6 C -2.9526 -0.2529 -1.2890  0.161
7 N -3.2038 0.3204 -0.0716  -0.541
8 C -2.3324 0.6828 0.8453  0.232
9 S -2.9658 1.5007 2.2751  -0.113
10 N -1.4821 1.5955 2.9116  0.170
11 C -1.2926 2.0512 4.2650  -1.007
12 C -0.4154 1.0671 2.1562  0.236
13 N 0.8196 1.0509 2.5706  -0.701
14 C 1.7143 0.2362 1.8165  -0.323
15 C 1.4197 -1.0552 1.4554  0.396
16 C 2.2385 -1.8321 0.6916  -1.110
17 C 3.4871 -1.1883 0.3356  -0.597
18 C 3.8092 0.1476 0.6837  0.733
19 C 5.1305 0.7549 0.4827  -1.505
20 C 2.8687 0.8599 1.3899  0.063
21 N -0.8883 0.8003 0.9118  0.441
22 C -0.2231 1.5286 -0.1886  -0.913
23 C -1.8473 -1.0632 -1.5077  -0.520
24 H 0.4080 -1.8909 -3.6729  0.293
25 H -0.6218 -3.2255 -3.9184  0.349
26 H 0.0713 -2.8887 -2.2474  0.336
27 H -2.6692 -1.7662 -4.8065  0.320
28 H -4.6871 -0.6744 -4.1991  0.315
29 H -4.8979 0.3673 -1.7123  0.453
30 H -0.3074 1.6724 4.6652  0.296
31 H -2.0217 1.6403 4.8640  0.327
32 H -1.3932 3.1127 3.9953  0.361
33 H 0.4844 -1.4923 1.9528  0.249
34 H 2.0770 -2.8562 0.3799  0.475
35 H 4.1121 -1.5914 -0.4407  0.323
36 H 5.1297 1.8853 0.0658  0.255
37 H 5.5142 0.9243 1.4567  0.355
38 H 5.8181 0.1474 -0.0852  0.388
39 H 3.0537 1.9218 1.5771  0.373
40 H 0.5849 2.2426 0.1156  0.370
41 H 0.3355 0.7636 -0.7887  0.214
42 H -0.9581 1.9972 -0.8839  0.368
43 H -1.1309 -1.1850 -0.7853  0.779